{"formula": "C45H48N5O2S2SbSeV", "method": "wB97M-V/def2-TZVPD", "total_energy_ev": -178218.5535, "lumo_ev": [-6.64, -6.64], "homo_lumo_gap_ha": [0.2186, 0.2187], "multiplicity": 4, "charge": 2, "symbols": ["V", "N", "C", "C", "C", "N", "H", "H", "H", "H", "H", "H", "H", "H", "H", "H", "C", "C", "C", "C", "C", "C", "C", "S", "O", "C", "C", "C", "C", "C", "C", "C", "C", "C", "C", "C", "C", "C", "C", "C", "C", "C", "C", "C", "C", "S", "O", "C", "C", "C", "C", "C", "C", "C", "H", "H", "H", "H", "H", "H", "H", "H", "H", "H", "H", "H", "H", "H", "H", "H", "H", "H", "H", "H", "H", "H", "H", "H", "H", "H", "Se", "N", "C", "C", "C", "C", "N", "C", "N", "H", "H", "H", "C", "Sb", "C", "C", "H", "H", "H", "H", "H", "H", "H", "H", "H"], "xyz": [[1.1837, 0.0991, 1.5968], [-0.5349, -0.2585, 2.9357], [-0.7653, 0.5650, 4.1434], [0.4076, 0.5255, 5.1145], [1.6903, 1.0820, 4.5118], [2.2023, 0.1761, 3.4550], [-1.3432, -0.1540, 2.3203], [-0.4931, -1.2329, 3.2170], [-1.6652, 0.2285, 4.6652], [-0.9251, 1.5964, 3.8376], [0.5852, -0.4978, 5.4600], [0.1404, 1.1294, 5.9819], [2.4315, 1.1874, 5.3071], [1.5075, 2.0719, 4.0835], [2.1133, -0.7717, 3.8165], [3.1974, 0.3457, 3.3345], [-4.1491, -6.1843, -1.7454], [-3.3870, -4.9956, -1.2416], [-2.3293, -5.1465, -0.3487], [-1.6014, -4.0450, 0.0744], [-1.9356, -2.7896, -0.4081], [-3.0039, -2.6035, -1.2714], [-3.7242, -3.7106, -1.6777], [-0.8922, -1.4188, 0.0710], [-1.8037, -0.2620, 0.3226], [-0.0674, -1.1859, -1.5128], [0.7324, -2.2921, -1.8864], [1.5288, -2.2318, -2.9882], [1.6149, -1.0356, -3.7394], [2.4784, -0.9282, -4.8526], [2.5488, 0.2327, -5.5698], [1.7726, 1.3439, -5.1908], [0.9175, 1.2646, -4.1263], [0.7962, 0.0684, -3.3813], [-0.1120, -0.0424, -2.2736], [-1.1189, 1.0482, -2.1412], [-2.1057, 1.1374, -3.1702], [-2.3166, 0.0940, -4.1047], [-3.2994, 0.1941, -5.0489], [-4.1113, 1.3424, -5.1233], [-3.9312, 2.3659, -4.2371], [-2.9386, 2.2859, -3.2340], [-2.7623, 3.3234, -2.2901], [-1.8898, 3.1787, -1.2541], [-1.0973, 2.0188, -1.1689], [-0.0514, 1.8079, 0.2786], [1.1190, 2.7250, 0.1081], [-1.0672, 2.6545, 1.4987], [-0.4378, 3.6370, 2.2500], [-1.1223, 4.2553, 3.2844], [-2.4376, 3.9012, 3.5831], [-3.1726, 4.5634, 4.7097], [-3.0561, 2.9255, 2.8002], [-2.3878, 2.3026, 1.7602], [-3.8821, -7.0892, -1.2046], [-3.9335, -6.3421, -2.8036], [-5.2228, -6.0233, -1.6529], [-2.0726, -6.1316, 0.0190], [-0.7774, -4.1556, 0.7721], [-3.2617, -1.6073, -1.6116], [-4.5614, -3.5836, -2.3525], [0.6633, -3.2028, -1.3032], [2.1053, -3.0946, -3.2990], [3.0825, -1.7845, -5.1259], [3.2057, 0.3080, -6.4254], [1.8525, 2.2675, -5.7478], [0.3414, 2.1317, -3.8333], [-1.7131, -0.8033, -4.0533], [-3.4623, -0.6163, -5.7467], [-4.8801, 1.4057, -5.8810], [-4.5589, 3.2467, -4.2807], [-3.3518, 4.2263, -2.3826], [-1.7762, 3.9590, -0.5142], [0.5746, 3.9274, 1.9993], [-0.6278, 5.0177, 3.8733], [-2.5005, 4.7974, 5.5338], [-3.9852, 3.9369, 5.0724], [-3.6098, 5.5038, 4.3676], [-4.0810, 2.6473, 3.0118], [-2.8878, 1.5629, 1.1515], [1.3407, -4.2541, 4.1243], [2.3856, -4.9119, 2.9043], [2.5804, -4.0020, 1.9689], [3.4017, -4.1535, 0.8330], [3.4323, -3.1106, -0.0423], [2.7052, -1.9342, 0.2077], [1.9823, -1.6824, 1.2989], [1.8913, -2.7377, 2.1838], [1.1901, -2.6841, 3.3043], [3.9841, -5.0544, 0.6977], [4.0313, -3.1661, -0.9403], [2.7330, -1.1420, -0.5254], [3.8160, 2.1406, -1.3023], [3.3893, 1.2816, 0.6014], [3.9677, 2.8884, 1.8909], [5.1822, 0.0879, 0.7895], [4.8785, 2.3736, -1.3408], [3.2261, 3.0486, -1.3938], [3.5586, 1.4544, -2.1083], [4.8544, 3.3611, 1.4729], [4.1966, 2.5306, 2.8942], [3.1617, 3.6179, 1.9322], [6.0436, 0.7479, 0.8719], [5.3045, -0.5273, -0.1015], [5.1527, -0.5675, 1.6608]], "forces_ev_per_angstrom": [[-0.91, 1.12, 1.28], [-0.29, 0.19, -0.13], [0.10, -0.01, 0.41], [-0.03, 0.09, -0.42], [-0.15, 0.08, 0.32], [0.42, -0.01, 0.42], [-0.10, -0.07, 0.05], [0.04, -0.12, -0.03], [-0.02, 0.03, -0.10], [-0.05, -0.02, -0.04], [-0.02, 0.01, 0.11], [0.03, -0.06, 0.06], [0.05, 0.05, -0.10], [0.05, -0.03, -0.03], [0.13, -0.06, 0.05], [0.02, -0.06, 0.07], [-0.03, 0.03, -0.01], [0.06, -0.03, 0.07], [-0.03, -0.01, -0.05], [-0.02, 0.10, 0.00], [0.44, -0.13, 0.34], [-0.03, 0.11, -0.07], [0.04, 0.06, 0.02], [-1.02, -0.56, -1.03], [-0.26, 0.05, 0.21], [0.05, 0.11, -0.02], [0.03, -0.07, -0.05], [-0.09, -0.05, 0.10], [-0.12, 0.17, -0.02], [0.06, 0.03, -0.05], [0.06, -0.08, 0.00], [-0.09, 0.03, 0.09], [-0.01, 0.10, -0.05], [0.22, -0.15, 0.02], [0.02, -0.23, 0.31], [-0.07, 0.15, 0.24], [-0.12, 0.20, 0.08], [-0.03, -0.07, -0.10], [0.08, -0.11, 0.03], [-0.01, 0.15, 0.06], [-0.09, -0.04, -0.10], [0.12, -0.16, 0.00], [0.04, 0.03, 0.10], [0.00, 0.18, 0.01], [0.09, -0.55, -0.02], [-0.53, 1.87, -1.16], [0.20, 0.18, 0.04], [-0.13, -0.32, 0.24], [0.22, -0.02, -0.15], [-0.16, -0.07, 0.04], [0.12, 0.00, 0.04], [-0.04, 0.08, -0.08], [0.00, 0.00, -0.06], [-0.02, -0.04, -0.05], [-0.02, -0.01, 0.00], [-0.01, -0.03, 0.00], [-0.01, -0.03, 0.01], [-0.02, -0.02, -0.01], [-0.01, -0.05, 0.00], [-0.01, 0.00, -0.03], [-0.01, 0.01, -0.01], [0.05, -0.05, -0.03], [0.01, -0.01, 0.00], [0.00, 0.00, -0.02], [0.02, -0.02, 0.00], [0.01, 0.01, 0.00], [-0.03, 0.01, -0.06], [0.02, 0.01, -0.03], [0.02, -0.01, 0.00], [0.00, 0.01, 0.00], [0.01, 0.02, 0.00], [-0.02, 0.00, 0.01], [-0.07, 0.01, 0.00], [0.01, -0.01, 0.04], [0.01, 0.03, -0.03], [-0.03, -0.01, 0.03], [0.01, 0.01, 0.05], [0.00, 0.00, 0.02], [-0.02, 0.01, -0.02], [-0.02, -0.04, 0.01], [-0.11, 0.41, -0.07], [0.44, -0.49, -0.33], [-0.48, 0.46, 0.46], [0.23, 0.14, -0.42], [0.29, -0.66, 0.00], [-0.42, 0.27, 0.66], [1.20, -2.05, -0.83], [0.12, -0.74, 0.43], [-0.15, 0.24, -0.12], [-0.05, -0.04, -0.06], [-0.03, 0.06, -0.04], [0.05, 0.01, -0.03], [-0.01, -0.08, 0.24], [0.97, 0.59, -0.50], [-0.08, -0.10, -0.21], [-0.14, 0.13, 0.00], [0.01, -0.01, -0.04], [-0.02, -0.01, -0.03], [-0.03, -0.02, 0.01], [0.03, 0.00, 0.04], [0.00, 0.00, 0.00], [-0.01, 0.00, 0.02], [0.03, -0.01, 0.01], [0.02, -0.01, -0.02], [0.00, 0.00, 0.02]]}

=====

{"formula": "C45H49Br2GeNOOs", "method": "wB97M-V/def2-TZVPD", "total_energy_ev": -250063.4823, "lumo_ev": [0.31, -2.02], "relative_energy_ev": 0.000, "homo_lumo_gap_ha": [0.2226, 0.2228], "multiplicity": 5, "symbols": ["Os", "C", "C", "C", "C", "C", "C", "C", "C", "C", "C", "C", "C", "C", "C", "C", "C", "C", "H", "H", "H", "H", "H", "H", "H", "H", "H", "H", "H", "H", "H", "H", "H", "H", "H", "H", "H", "H", "H", "H", "H", "H", "H", "H", "H", "H", "H", "Br", "C", "C", "C", "Br", "C", "C", "C", "C", "N", "C", "C", "O", "H", "H", "H", "H", "C", "Ge", "C", "C", "C", "C", "C", "C", "C", "C", "C", "C", "C", "C", "C", "C", "C", "C", "C", "C", "H", "H", "H", "H", "H", "H", "H", "H", "H", "H", "H", "H", "H", "H", "H", "H"], "xyz": [[-0.4107, 0.0512, 0.4771], [-0.5031, -1.1825, 2.4030], [-1.8229, -0.6491, 2.4955], [-1.6771, 0.7874, 2.5227], [-0.2819, 1.0783, 2.5476], [0.4705, -0.1392, 2.4831], [1.9360, -0.3115, 2.8342], [2.0339, -0.2110, 4.3654], [2.4520, -1.6802, 2.3925], [2.7967, 0.7795, 2.2043], [-2.7095, 1.9159, 2.6358], [-3.5528, 1.7326, 3.9080], [-3.6214, 2.0443, 1.4032], [-2.0021, 3.2702, 2.7898], [-2.9990, -1.6147, 2.6840], [-3.2123, -1.7891, 4.2007], [-4.3222, -1.2159, 2.0270], [-2.6437, -3.0083, 2.1333], [-0.2618, -2.2306, 2.3734], [0.1479, 2.0605, 2.6423], [1.4193, -0.9752, 4.8455], [1.6943, 0.7665, 4.7132], [3.0680, -0.3497, 4.6878], [1.9277, -2.4893, 2.9044], [3.5135, -1.7714, 2.6317], [2.3389, -1.8209, 1.3159], [2.4641, 1.7783, 2.4959], [2.7697, 0.7215, 1.1164], [3.8345, 0.6688, 2.5266], [-4.2459, 0.8998, 3.8341], [-4.1437, 2.6346, 4.0813], [-2.9137, 1.5714, 4.7787], [-3.9341, 1.0862, 1.0018], [-3.1143, 2.5848, 0.6040], [-4.5152, 2.6146, 1.6694], [-1.4104, 3.3185, 3.7059], [-2.7564, 4.0578, 2.8347], [-1.3529, 3.4869, 1.9396], [-3.5139, -0.8665, 4.6919], [-2.2918, -2.1360, 4.6745], [-3.9878, -2.5387, 4.3772], [-4.7371, -0.2935, 2.4220], [-5.0541, -2.0043, 2.2149], [-4.2072, -1.1196, 0.9478], [-1.8408, -3.4775, 2.7030], [-2.3641, -2.9655, 1.0821], [-3.5189, -3.6538, 2.2288], [-4.0597, -3.1023, -2.0132], [-3.6198, -1.3206, -2.3717], [-4.1547, -0.6569, -3.4288], [-3.8051, 0.6865, -3.6458], [-4.5567, 1.5200, -5.1531], [-2.9234, 1.4186, -2.8051], [-2.5737, 2.7614, -2.9892], [-1.7004, 3.3591, -2.0481], [-1.1790, 2.6224, -1.0388], [-1.4437, 1.2770, -0.8721], [-2.3536, 0.7030, -1.7193], [-2.6778, -0.6668, -1.4754], [-2.1637, -1.2874, -0.5081], [-4.8448, -1.1418, -4.1036], [-2.9779, 3.3310, -3.8109], [-1.4443, 4.4063, -2.1252], [-0.5262, 3.0556, -0.2946], [0.7324, -0.8994, -0.6288], [2.2523, -0.5287, -1.8169], [1.4795, -0.7015, -3.6053], [0.2954, -0.0178, -3.8785], [-0.2892, -0.0734, -5.1349], [0.3101, -0.8197, -6.1411], [1.4939, -1.4981, -5.8865], [2.0765, -1.4363, -4.6264], [3.5715, -1.9280, -1.4906], [3.2883, -3.2472, -1.8437], [4.1696, -4.2725, -1.5302], [5.3506, -3.9907, -0.8568], [5.6450, -2.6827, -0.4982], [4.7590, -1.6610, -0.8115], [3.0788, 1.2269, -1.6296], [2.3659, 2.2764, -1.0593], [2.9100, 3.5491, -0.9680], [4.1908, 3.7867, -1.4473], [4.9153, 2.7504, -2.0203], [4.3601, 1.4814, -2.1140], [0.5686, -1.9875, -0.6848], [-0.1739, 0.5735, -3.1006], [-1.2080, 0.4685, -5.3274], [-0.1425, -0.8690, -7.1234], [1.9667, -2.0760, -6.6708], [3.0009, -1.9725, -4.4417], [2.3686, -3.4821, -2.3693], [3.9337, -5.2913, -1.8105], [6.0389, -4.7892, -0.6110], [6.5642, -2.4576, 0.0281], [4.9982, -0.6439, -0.5187], [1.3745, 2.0884, -0.6676], [2.3381, 4.3535, -0.5208], [4.6243, 4.7760, -1.3744], [5.9137, 2.9308, -2.3983], [4.9379, 0.6839, -2.5699]], "forces_ev_per_angstrom": [[-0.17, 0.16, 0.23], [0.02, 0.00, -0.08], [-0.02, 0.05, -0.01], [-0.04, -0.11, 0.01], [0.02, 0.01, -0.06], [0.00, 0.12, -0.05], [-0.01, -0.02, 0.01], [0.01, 0.00, -0.01], [0.01, -0.01, 0.00], [0.01, 0.04, -0.01], [-0.01, 0.04, 0.02], [0.00, -0.01, -0.02], [-0.03, 0.02, 0.01], [0.00, 0.01, -0.01], [0.01, -0.06, 0.02], [0.01, 0.00, 0.01], [0.02, 0.03, -0.01], [-0.01, 0.00, 0.00], [0.01, 0.00, 0.02], [0.00, -0.01, 0.04], [0.00, 0.00, 0.00], [0.00, 0.00, 0.00], [0.00, 0.00, 0.00], [0.00, -0.01, 0.00], [0.00, 0.01, 0.01], [-0.01, 0.01, -0.02], [-0.01, 0.00, -0.01], [0.00, -0.02, -0.02], [0.00, 0.00, 0.00], [0.01, -0.01, 0.02], [0.00, 0.00, 0.00], [0.00, 0.00, 0.00], [-0.03, -0.07, 0.00], [-0.01, -0.02, 0.03], [0.00, -0.01, 0.00], [0.00, 0.00, 0.00], [0.00, 0.00, 0.00], [-0.01, -0.01, 0.00], [0.00, 0.03, -0.01], [0.00, 0.00, 0.00], [0.00, 0.00, 0.00], [0.00, 0.03, -0.03], [0.00, 0.00, 0.00], [0.00, 0.00, -0.02], [-0.01, -0.01, -0.01], [0.01, 0.01, -0.01], [0.00, 0.00, 0.00], [-0.01, 0.00, -0.02], [-0.04, -0.02, -0.06], [-0.04, -0.06, -0.03], [0.01, 0.06, 0.00], [0.01, -0.01, 0.02], [0.02, 0.02, 0.01], [-0.03, 0.00, -0.04], [0.02, 0.00, 0.02], [0.07, 0.07, 0.01], [0.00, -0.13, 0.05], [0.03, 0.04, -0.03], [0.06, 0.03, 0.09], [-0.01, 0.04, -0.01], [0.01, -0.02, 0.01], [-0.01, -0.01, 0.00], [0.01, 0.00, 0.01], [0.02, 0.01, -0.02], [0.19, -0.32, -0.15], [-0.11, 0.02, 0.00], [0.10, 0.02, 0.00], [-0.02, 0.03, 0.01], [0.00, -0.01, 0.00], [0.01, 0.00, 0.00], [-0.01, 0.01, -0.01], [-0.02, -0.04, 0.00], [0.00, 0.05, 0.01], [0.01, -0.03, 0.01], [0.00, -0.01, 0.00], [-0.01, 0.01, 0.00], [0.00, -0.03, 0.00], [0.02, 0.02, 0.02], [-0.10, -0.02, 0.04], [0.06, 0.03, 0.01], [0.02, 0.01, 0.01], [-0.01, 0.00, 0.00], [0.00, 0.01, -0.01], [0.05, -0.01, -0.07], [0.01, 0.01, 0.00], [0.00, 0.01, 0.01], [0.00, 0.00, 0.00], [0.00, 0.00, 0.00], [0.00, 0.00, 0.00], [0.01, 0.01, 0.00], [-0.01, 0.00, 0.00], [0.01, 0.00, 0.00], [0.00, 0.00, 0.00], [0.00, -0.01, 0.00], [-0.02, -0.04, 0.02], [-0.06, 0.00, 0.04], [0.01, 0.00, 0.00], [0.00, 0.00, 0.00], [0.00, 0.00, 0.00], [-0.02, 0.02, -0.01]]}